{"formula": "C54H129N7O3", "method": "the ωB97M-V functional and the def2-TZVPD basis", "symbols": ["C", "C", "N", "C", "C", "C", "C", "H", "H", "H", "H", "H", "H", "H", "H", "H", "H", "H", "H", "H", "H", "H", "C", "C", "N", "C", "C", "C", "C", "H", "H", "H", "H", "H", "H", "H", "H", "H", "H", "H", "H", "H", "H", "H", "C", "C", "N", "C", "C", "C", "C", "H", "H", "H", "H", "H", "H", "H", "H", "H", "H", "H", "H", "H", "H", "H", "C", "C", "N", "C", "C", "C", "C", "H", "H", "H", "H", "H", "H", "H", "H", "H", "H", "H", "H", "H", "H", "H", "C", "C", "N", "C", "C", "C", "C", "H", "H", "H", "H", "H", "H", "H", "H", "H", "H", "H", "H", "H", "H", "H", "C", "C", "N", "C", "C", "C", "C", "H", "H", "H", "H", "H", "H", "H", "H", "H", "H", "H", "H", "H", "H", "H", "C", "C", "N", "C", "C", "C", "C", "H", "H", "H", "H", "H", "H", "H", "H", "H", "H", "H", "H", "H", "H", "H", "C", "C", "C", "O", "C", "H", "H", "H", "H", "H", "H", "H", "H", "C", "C", "C", "O", "C", "H", "H", "H", "H", "H", "H", "H", "H", "C", "C", "C", "O", "C", "H", "H", "H", "H", "H", "H", "H", "H"], "coordinates": [[8.5789, -0.2400, -2.0793], [7.0238, -0.3358, -1.8668], [6.6178, 0.4625, -0.6591], [5.5515, -0.2887, 0.0225], [5.2110, 0.2593, 1.4188], [6.1780, 1.7565, -1.1180], [7.1042, 2.7904, -1.7248], [8.8054, -0.8937, -2.9216], [9.0747, -0.5609, -1.1632], [8.9138, 0.7690, -2.3198], [6.4722, -0.1635, -2.7910], [6.8461, -1.3893, -1.6509], [4.6344, -0.2403, -0.5646], [5.8472, -1.3153, 0.2387], [4.5693, -0.5024, 1.8618], [6.1389, 0.3997, 1.9733], [4.7276, 1.2363, 1.4109], [5.7713, 2.2607, -0.2414], [5.2854, 1.5282, -1.7005], [7.3253, 2.6432, -2.7819], [8.0099, 2.9231, -1.1330], [6.6805, 3.7947, -1.7267], [-1.6962, -8.2949, -1.3663], [-1.2663, -7.3577, -2.5398], [-0.4471, -6.2008, -1.9978], [-0.3616, -5.0708, -3.0005], [-1.7360, -4.3361, -2.9931], [0.8649, -6.6854, -1.6684], [1.3698, -6.1290, -0.2776], [-0.8057, -8.8044, -0.9981], [-2.4380, -9.0273, -1.6849], [-2.0335, -7.6938, -0.5220], [-0.6773, -7.7250, -3.3803], [-2.1420, -6.8854, -2.9849], [0.3503, -4.3158, -2.6670], [0.0375, -5.3548, -3.9742], [-1.9938, -4.0379, -1.9769], [-1.5262, -3.4690, -3.6194], [-2.4634, -4.9941, -3.4684], [1.6175, -6.3657, -2.3891], [1.0118, -7.7654, -1.6683], [0.5290, -6.1560, 0.4156], [1.6802, -5.0870, -0.3544], [2.2170, -6.6003, 0.2205], [1.1533, 5.9233, 5.8669], [0.0035, 5.0409, 6.3078], [-0.8579, 4.5825, 5.2335], [-0.2954, 3.7329, 4.2031], [0.0883, 2.3547, 4.7603], [-1.5837, 5.7021, 4.5708], [-2.6913, 6.2704, 5.4269], [1.6889, 6.3190, 6.7298], [0.8652, 6.8419, 5.3558], [1.8778, 5.4033, 5.2402], [0.3418, 4.1864, 6.8939], [-0.5817, 5.6713, 6.9773], [0.5879, 4.2366, 3.8103], [-0.9998, 3.6167, 3.3795], [-0.6380, 1.8874, 5.4254], [1.0530, 2.3934, 5.2662], [0.3856, 1.6924, 3.9473], [-0.8601, 6.4426, 4.2300], [-2.0305, 5.4439, 3.6106], [-3.2236, 7.0117, 4.8309], [-3.4553, 5.4990, 5.5228], [-2.4110, 6.5901, 6.4306], [-2.6326, 0.1343, -3.8325], [-4.1082, -0.3047, -3.7614], [-4.7350, -0.2446, -5.1181], [-4.8682, 1.0731, -5.6784], [-5.0932, 1.0094, -7.1652], [-6.0014, -0.9056, -5.0464], [-5.8091, -2.4218, -4.8494], [-2.1213, -0.0460, -4.7782], [-2.0438, -0.3618, -3.0609], [-2.5510, 1.2097, -3.6746], [-4.1277, -1.3211, -3.3682], [-4.6975, 0.3217, -3.0917], [-5.7147, 1.5790, -5.2142], [-4.0519, 1.7443, -5.4115], [-6.0372, 0.5411, -7.4440], [-5.1049, 1.9875, -7.6462], [-4.3472, 0.3894, -7.6623], [-6.6625, -0.6613, -5.8778], [-6.7082, -0.5698, -4.2875], [-4.8240, -2.8211, -5.0907], [-6.5866, -2.9568, -5.3947], [-6.0881, -2.5520, -3.8038], [2.2900, -5.1989, 3.1903], [0.9690, -4.6262, 3.4905], [1.0454, -3.7018, 4.5742], [1.5950, -2.4472, 4.1225], [2.3505, -1.7397, 5.2421], [-0.2968, -3.3324, 5.2163], [-0.3137, -3.7231, 6.7051], [2.0983, -5.9752, 2.4495], [2.6186, -5.6989, 4.1014], [3.0258, -4.5517, 2.7131], [0.5033, -4.2586, 2.5761], [0.3433, -5.4494, 3.8354], [2.2378, -2.5860, 3.2533], [0.8349, -1.7659, 3.7405], [1.5415, -1.3483, 5.8589], [2.9382, -2.3866, 5.8933], [3.0334, -0.9864, 4.8494], [-1.1036, -3.9309, 4.7931], [-0.6593, -2.3073, 5.1391], [0.4207, -3.0873, 7.1997], [-0.0185, -4.7168, 7.0420], [-1.3058, -3.6356, 7.1480], [2.7303, -1.6957, -4.7072], [2.1190, -0.3174, -5.2108], [2.8597, 0.8568, -4.7960], [2.4714, 1.3017, -3.4728], [1.0390, 1.8324, -3.3850], [4.2599, 0.8435, -4.8898], [4.6851, 0.7410, -6.3589], [3.7938, -1.7311, -4.9432], [2.0859, -2.4439, -5.1688], [2.5172, -1.7050, -3.6382], [2.1291, -0.3248, -6.3007], [1.0747, -0.3044, -4.8989], [2.8076, 0.4688, -2.8552], [3.2152, 2.0263, -3.1414], [0.6684, 1.8903, -2.3616], [0.9718, 2.7686, -3.9393], [0.3676, 1.1113, -3.8513], [4.7169, 0.1256, -4.2088], [4.7339, 1.7443, -4.5000], [4.4515, 1.6024, -6.9846], [4.2445, -0.1482, -6.8100], [5.7595, 0.5574, -6.3653], [-1.3407, 3.6852, -0.8447], [-0.9513, 4.6770, 0.3076], [0.4058, 5.1799, 0.3171], [1.3789, 4.1318, 0.3880], [2.6725, 4.4992, -0.4555], [0.7487, 6.2664, 1.2295], [-0.2796, 7.4223, 1.4123], [-2.4185, 3.6002, -0.9826], [-0.9275, 2.6917, -0.6704], [-0.9623, 3.9976, -1.8180], [-1.6128, 5.5124, 0.0782], [-1.0680, 4.1142, 1.2338], [0.9463, 3.2850, -0.1449], [1.4412, 3.7356, 1.4015], [2.9687, 3.5670, -0.9365], [3.4343, 4.9359, 0.1903], [2.3787, 5.3331, -1.0929], [0.9071, 5.9047, 2.2455], [1.6461, 6.7241, 0.8132], [0.1140, 8.1775, 2.0927], [-0.4484, 7.8414, 0.4204], [-1.2869, 7.1481, 1.7255], [-0.6411, -0.9728, 0.0654], [0.1442, 0.2762, 0.0625], [1.3128, 0.0176, 0.9803], [1.5840, -1.3920, 0.8068], [0.2707, -2.0565, 0.7912], [-0.7032, -1.3863, -0.9412], [-1.5400, -0.8285, 0.6647], [-0.2687, 1.1880, 0.4940], [0.5253, 0.4419, -0.9452], [1.2413, 0.2919, 2.0328], [2.2233, 0.4907, 0.6124], [-0.0426, -2.3574, 1.7909], [0.4687, -2.9540, 0.2053], [-6.0058, 2.6529, 1.6620], [-4.6833, 3.0835, 1.1218], [-3.8665, 1.7636, 1.3011], [-4.8564, 0.7977, 1.3587], [-6.0883, 1.3344, 0.9549], [-6.7968, 3.3597, 1.4115], [-5.7763, 2.5643, 2.7239], [-4.2050, 3.9064, 1.6531], [-4.7780, 3.4481, 0.0989], [-3.5176, 1.6419, 2.3266], [-3.1435, 1.6789, 0.4898], [-6.7207, 0.5644, 1.3967], [-6.1126, 1.3699, -0.1343], [-3.0574, -3.5848, 2.2062], [-3.8794, -2.4684, 1.4625], [-5.3634, -2.8346, 1.8866], [-5.2144, -3.9070, 2.8676], [-3.8913, -3.9199, 3.3807], [-2.1051, -3.1181, 2.4579], [-2.9301, -4.4694, 1.5821], [-3.5032, -2.5224, 0.4409], [-3.6959, -1.5047, 1.9376], [-5.7868, -3.2327, 0.9644], [-5.8617, -1.8834, 2.0735], [-3.5393, -4.7243, 4.0266], [-3.7537, -3.1330, 4.1223]], "forces_ev_per_a": [[-1.4, 0.1, -0.2], [2.0, -0.3, 1.3], [1.1, -1.7, -1.5], [0.0, 1.4, 1.0], [0.4, 0.1, -0.6], [-1.6, 0.7, 1.4], [0.4, 0.1, -0.5], [0.4, -0.1, 0.1], [0.0, -0.1, -0.2], [-0.1, 0.0, 0.0], [-0.2, 0.7, 0.0], [-0.1, 0.0, 0.1], [-0.3, -0.5, -0.4], [0.2, 0.0, -0.7], [-0.1, 0.3, 0.4], [0.0, -0.3, 0.2], [-0.3, -0.1, -0.1], [-0.1, 0.0, 0.3], [-0.3, 0.6, -0.9], [0.4, -0.4, 0.1], [0.2, -0.4, -0.1], [-0.6, -0.1, 0.3], [1.1, 0.5, -1.0], [-0.1, 1.9, 1.0], [-0.3, -0.3, -1.3], [-1.2, -0.1, 2.1], [1.7, -0.6, -1.1], [2.3, 0.5, 1.6], [-0.7, 0.2, -0.4], [-0.1, -0.3, 0.0], [0.0, 0.1, 0.1], [-0.3, 0.1, -0.3], [-0.1, -1.0, 0.1], [-0.2, -0.3, 0.1], [0.3, -0.3, 0.5], [-0.5, -0.4, -0.4], [-0.1, -0.1, -0.1], [-0.7, 0.3, 0.0], [-0.4, 0.5, 0.2], [0.0, 0.2, -0.4], [-0.7, -0.2, 0.1], [0.0, 0.0, 0.1], [-0.2, 0.2, -0.2], [0.0, -0.6, -0.5], [1.0, 0.3, 0.1], [-0.1, 0.5, -0.3], [-2.2, 0.4, -1.1], [0.6, -0.6, 1.1], [1.1, 0.1, -0.5], [0.7, -0.1, 0.6], [-0.6, -0.4, -0.5], [0.2, -0.3, 0.2], [-0.4, -0.2, -0.3], [0.1, 0.0, 0.0], [0.1, 0.0, -0.1], [-0.3, -0.3, 0.1], [0.4, -0.2, -0.5], [-0.2, 0.1, 0.2], [-0.1, 0.2, -0.2], [-0.1, 0.3, 0.6], [-0.6, -0.3, -0.3], [0.1, 0.6, 0.3], [-0.1, -0.9, 0.1], [0.2, 0.6, 0.4], [0.1, -0.3, 0.3], [0.0, 0.3, -0.3], [-0.1, 0.5, 0.5], [0.7, 0.3, -1.6], [0.6, -0.5, 1.2], [-0.3, 0.7, 0.4], [0.0, -0.1, -0.9], [-0.7, -1.0, -0.8], [-1.4, 0.4, 0.4], [-0.4, -0.4, -0.2], [0.0, 0.1, 0.2], [0.1, 0.1, 0.1], [-0.3, 0.0, -0.3], [0.1, 0.2, 0.4], [-0.6, 0.3, 0.2], [0.5, -0.4, -0.2], [-0.1, 0.0, 0.3], [0.1, 0.1, 0.2], [0.3, 0.1, 0.1], [0.7, -0.3, -0.8], [0.4, 0.5, 1.1], [-0.1, 0.3, 0.0], [0.2, -0.2, -0.2], [0.6, -0.7, 0.1], [0.6, -1.4, -0.7], [-1.3, -0.5, 0.2], [-2.2, 2.3, 0.9], [1.7, 0.4, -0.3], [-0.5, 0.0, 0.0], [0.2, -2.8, 0.8], [0.5, 0.5, 0.5], [0.2, -0.3, -0.1], [0.6, 0.2, -0.1], [0.0, 0.2, 0.5], [-0.2, 0.4, -0.2], [-0.2, -0.1, -0.1], [0.2, -0.3, 0.1], [-0.3, 0.2, 0.0], [0.4, 0.7, 0.4], [-0.1, -0.4, -0.3], [-0.3, 0.4, 0.1], [0.1, -0.1, -0.7], [0.7, 0.3, -0.3], [-0.3, 0.3, 0.4], [0.2, -0.4, -1.0], [-0.1, 0.6, 0.0], [-1.5, 1.8, -0.1], [1.4, -1.4, -0.5], [-2.1, 1.8, 0.5], [0.7, -0.2, 0.2], [0.4, -1.0, 0.0], [1.2, 0.4, -1.4], [0.7, -1.1, 0.5], [-0.2, -0.5, 0.0], [0.6, -0.4, -0.1], [0.5, -0.4, 0.2], [-0.2, -0.1, -0.1], [0.2, 0.4, 0.0], [-1.1, -0.5, 1.2], [-0.3, 0.7, -0.2], [0.2, 0.5, 0.0], [-0.1, 0.1, 0.3], [-0.1, 0.1, -0.1], [0.3, -0.9, -0.2], [-0.6, 0.6, 0.0], [-0.1, 0.1, 0.4], [-0.1, 0.0, -0.2], [0.2, 0.2, -0.3], [1.0, 0.2, 0.1], [-0.2, -0.4, -1.1], [-0.3, 0.7, -0.9], [0.2, -0.4, -1.7], [-1.1, 0.0, 2.1], [-1.3, 0.6, 0.3], [0.1, -0.6, -1.3], [-0.1, 0.1, 0.4], [-0.2, 0.0, -0.1], [0.2, 0.3, 0.0], [-0.2, 0.1, 1.1], [-1.1, 0.3, 0.5], [0.0, 0.0, -0.2], [0.9, 0.2, 0.5], [0.5, 0.5, -0.3], [0.4, -0.4, 0.0], [-0.1, -0.5, -0.5], [0.6, -0.4, 0.2], [0.2, -0.1, 0.4], [0.0, -0.1, -0.1], [0.1, 0.5, 0.0], [0.2, -0.4, 0.4], [-0.1, -2.3, 1.2], [1.4, 1.4, 0.5], [1.9, -1.4, -0.9], [-1.1, -0.1, 0.8], [1.4, 1.5, -0.8], [-1.1, 0.4, 0.0], [-0.5, -0.4, -0.7], [-0.9, -0.1, -0.6], [0.0, 0.4, 0.2], [-0.6, -0.1, 0.2], [0.1, 0.3, 0.1], [-0.1, 0.3, 0.1], [-0.4, -0.1, 0.0], [-0.5, 1.2, -0.6], [1.6, 0.7, 0.0], [-0.5, 1.6, 0.4], [0.4, -2.4, -1.2], [0.1, -1.4, 1.4], [-0.1, 0.0, 0.4], [-1.1, -0.4, 0.2], [-0.1, 0.0, 0.2], [0.2, -0.4, -0.3], [1.4, 0.9, -0.2], [0.3, -0.5, 0.2], [-1.0, 0.5, -0.5], [-0.6, 0.3, -0.1], [0.4, 1.0, -0.8], [0.2, -1.2, 1.9], [2.5, -0.9, -2.1], [-1.2, 0.5, 0.1], [0.3, 1.7, 0.8], [0.3, -0.5, 0.1], [0.2, 0.1, -0.2], [-0.9, 0.5, -0.3], [0.5, 0.1, -0.4], [-0.7, -0.5, 0.4], [-0.3, -0.4, 1.2], [-0.9, -1.1, -0.8], [-0.3, 0.8, 0.1]], "e_tot_ha": -2743.50533, "de_lowest_kj_mol": 622.92, "spin_multiplicity": 1, "fmax_ev_per_a": 3.39, "smiles": "CCN(CC)CC.CCN(CC)CC.CCN(CC)CC.CCN(CC)CC.CCN(CC)CC.CCN(CC)CC.CCN(CC)CC.C1CCOC1.C1CCOC1.C1CCOC1", "homo_lumo_gap_ev": 8.627}